{"formula": "C25H16Cl5CoF2N3P", "method": "the ωB97M-V functional and the def2-TZVPD basis", "elements": ["Co", "Cl", "C", "C", "C", "Cl", "C", "Cl", "C", "Cl", "C", "Cl", "N", "P", "C", "C", "C", "C", "C", "C", "C", "C", "C", "C", "C", "C", "C", "C", "C", "C", "C", "N", "H", "H", "H", "H", "H", "H", "H", "H", "H", "H", "H", "H", "H", "H", "H", "N", "C", "F", "C", "F", "H"], "xyz": [[-0.3837, 0.9497, 1.4110], [0.2854, 1.7323, 4.4337], [1.6761, 1.6271, 3.3855], [1.4391, 1.4333, 2.0222], [2.5859, 1.5673, 1.2443], [2.4143, 1.7009, -0.4998], [3.8790, 1.6849, 1.7527], [5.2587, 1.7254, 0.7111], [4.0586, 1.7651, 3.1285], [5.6438, 1.8778, 3.8038], [2.9346, 1.7756, 3.9509], [3.1353, 1.9687, 5.6592], [-1.8471, -0.7859, -0.6706], [-0.2168, -0.2252, -0.6267], [-0.1458, 0.4842, -2.3138], [-0.0008, -0.2579, -3.4816], [-0.0619, 0.3691, -4.7179], [-0.2633, 1.7414, -4.7890], [-0.4051, 2.4885, -3.6270], [-0.3451, 1.8644, -2.3891], [0.6952, -1.7987, -0.8776], [2.0782, -1.7596, -1.0548], [2.7991, -2.9303, -1.2410], [2.1527, -4.1572, -1.2536], [0.7792, -4.2072, -1.0696], [0.0586, -3.0369, -0.8789], [-2.7623, -0.3419, 0.2497], [-4.1085, -0.7325, 0.1895], [-4.9799, -0.2292, 1.1235], [-4.5260, 0.6529, 2.1012], [-3.1901, 0.9819, 2.0898], [-2.3280, 0.4945, 1.1902], [-2.2294, -1.2456, -1.4808], [0.1802, -1.3261, -3.4274], [0.0554, -0.2113, -5.6251], [-0.3045, 2.2307, -5.7551], [-0.5588, 3.5590, -3.6783], [-0.4597, 2.4408, -1.4753], [2.6006, -0.8131, -1.0506], [3.8733, -2.8772, -1.3699], [2.7173, -5.0710, -1.3943], [0.2667, -5.1617, -1.0595], [-1.0043, -3.0898, -0.6872], [-4.4348, -1.4176, -0.5818], [-6.0232, -0.5203, 1.0928], [-5.1834, 1.0720, 2.8482], [-2.7610, 1.6679, 2.8076], [-0.9977, 3.9076, 0.4794], [-0.7305, 2.8327, 0.8270], [-0.6625, -1.9350, 1.7741], [-0.2351, -0.7542, 2.4187], [-1.1374, -0.6678, 3.5045], [0.7196, -1.0425, 2.8776]], "atomic_forces_ev_per_a": [[0.179, 0.202, 0.012], [0.074, 0.061, 0.014], [-0.184, -0.045, -0.003], [0.059, 0.040, -0.001], [-0.011, 0.066, -0.319], [0.041, -0.056, 0.187], [-0.055, 0.006, 0.102], [0.006, 0.019, -0.011], [-0.046, -0.017, -0.021], [0.029, 0.011, 0.016], [0.140, 0.036, 0.084], [-0.015, -0.004, -0.026], [-0.004, 0.096, 0.134], [-0.053, -0.167, -0.203], [0.002, 0.205, 0.125], [0.077, -0.061, 0.009], [0.006, 0.039, -0.014], [-0.007, 0.032, -0.047], [0.006, -0.059, -0.003], [-0.048, -0.048, -0.086], [-0.032, -0.018, -0.063], [-0.019, -0.055, -0.041], [0.024, 0.037, 0.003], [0.009, -0.038, -0.005], [0.004, 0.008, 0.003], [0.012, 0.010, 0.052], [-0.107, 0.023, -0.090], [0.098, 0.029, -0.007], [-0.177, -0.015, 0.035], [0.071, 0.000, -0.025], [-0.009, -0.058, -0.062], [0.016, 0.074, 0.199], [0.029, -0.030, -0.051], [-0.017, 0.008, 0.008], [0.002, 0.003, 0.003], [-0.001, -0.006, 0.003], [0.002, 0.000, -0.001], [0.030, -0.007, -0.119], [-0.008, 0.037, 0.010], [-0.007, -0.011, -0.004], [-0.001, 0.010, -0.002], [-0.004, 0.010, 0.001], [-0.012, -0.008, -0.001], [-0.006, -0.004, 0.005], [0.008, 0.003, 0.004], [-0.018, -0.008, -0.017], [-0.013, -0.009, 0.038], [0.030, -0.089, 0.065], [0.022, -0.301, 0.026], [-0.028, 0.023, -0.103], [-0.085, 0.172, 0.245], [0.018, -0.197, -0.040], [-0.028, 0.051, -0.016]], "lowdin_spin": [0.9591, 0.0157, 0.0024, -0.0139, -0.0037, 0.0012, -0.0007, -0.0004, -0.0007, -0.0001, 0.0002, 0.0010, 0.0005, 0.0282, 0.0080, 0.0025, 0.0004, 0.0005, -0.0002, 0.0007, 0.0058, 0.0027, -0.0003, 0.0029, 0.0000, 0.0034, -0.0012, 0.0000, -0.0012, 0.0007, 0.0038, 0.0006, 0.0005, 0.0002, 0.0001, 0.0000, 0.0000, -0.0001, 0.0001, -0.0001, 0.0002, 0.0000, 0.0003, 0.0001, -0.0001, 0.0000, 0.0027, 0.0022, -0.0039, -0.0058, -0.0176, 0.0039, -0.0006], "e_homo_ev": [-4.75, -5.42], "charge": -1, "de_lowest_ev": 0.000, "energy_ev": -145620.73815, "orbital_gap_ev": [7.31, 7.97], "multiplicity": 2}

---

{"formula": "C25H17BCl7OP", "method": "the ωB97M-V functional and the def2-TZVPD basis", "elements": ["Cl", "B", "Cl", "Cl", "O", "C", "C", "C", "C", "C", "Cl", "C", "C", "H", "H", "H", "H", "H", "Cl", "C", "C", "C", "C", "P", "C", "C", "C", "C", "Cl", "C", "C", "C", "C", "C", "C", "Cl", "C", "C", "C", "C", "H", "H", "H", "H", "H", "H", "H", "H", "H", "H", "H", "H"], "xyz": [[-2.4463, -1.7200, 4.2243], [-2.7309, -1.0554, 2.4945], [-2.9625, -2.5168, 1.2983], [-4.2518, 0.0429, 2.3681], [-1.5554, -0.3169, 2.1630], [-1.4103, 0.5155, 1.0364], [-1.0636, 1.9267, 1.5620], [-1.4434, 3.0446, 0.8165], [-1.0020, 4.3186, 1.1868], [-0.2041, 4.4659, 2.3302], [0.4621, 6.0034, 2.7005], [0.0386, 3.3670, 3.1648], [-0.4128, 2.0961, 2.7856], [-2.3590, 0.6047, 0.4631], [-2.0613, 2.8939, -0.0718], [-1.2698, 5.1877, 0.5979], [0.5677, 3.5075, 4.1023], [-0.2627, 1.2424, 3.4471], [2.3284, -5.7228, 1.8412], [1.5277, -4.3046, 1.3136], [1.2154, -3.3044, 2.2419], [0.6124, -2.1289, 1.8038], [0.3180, -1.9249, 0.4440], [-0.2427, -0.3061, -0.1722], [1.2683, 0.6497, -0.4716], [1.1901, 2.0034, -0.8408], [2.3306, 2.7226, -1.1911], [3.5630, 2.0583, -1.2546], [4.9567, 2.9187, -1.7636], [3.6606, 0.7017, -0.9266], [2.5232, 0.0100, -0.5078], [-0.9170, -0.6350, -1.8230], [-2.1828, -1.2282, -1.9663], [-2.6328, -1.6434, -3.2203], [-1.8000, -1.4884, -4.3368], [-2.3279, -2.0263, -5.8752], [-0.5320, -0.9091, -4.2115], [-0.1042, -0.4625, -2.9626], [0.5845, -2.9688, -0.4638], [1.1991, -4.1479, -0.0386], [1.4431, -3.4372, 3.2940], [0.3433, -1.3789, 2.5415], [0.2281, 2.5112, -0.8520], [2.2644, 3.7808, -1.4254], [4.6168, 0.1914, -0.9983], [2.6106, -1.0372, -0.2217], [-2.7936, -1.3985, -1.0802], [-3.6117, -2.0980, -3.3295], [0.1147, -0.8077, -5.0783], [0.8742, 0.0062, -2.8755], [0.3114, -2.8671, -1.5133], [1.4274, -4.9362, -0.7490]], "atomic_forces_ev_per_a": [[-0.111, 0.210, -0.454], [-0.459, -0.230, 0.187], [0.015, 0.094, -0.053], [0.192, -0.140, 0.033], [0.868, 0.544, -0.873], [-1.481, 0.242, 1.404], [0.046, -0.337, -0.570], [0.399, 0.043, 0.249], [0.055, -0.323, 0.224], [-0.530, -1.048, -0.338], [0.075, 0.339, 0.171], [-0.299, -0.033, -0.390], [0.267, 0.310, -0.121], [0.288, -0.122, 0.229], [0.166, 0.210, 0.175], [0.056, -0.042, 0.052], [-0.041, -0.024, -0.163], [0.039, 0.207, -0.272], [0.131, -0.334, 0.075], [-0.433, 0.893, -0.273], [-0.057, -0.045, -0.539], [0.100, 0.098, -0.038], [0.093, -0.434, 0.187], [0.930, -0.752, -0.027], [0.492, 0.205, -0.188], [0.096, -0.060, 0.066], [0.092, -0.471, 0.042], [-0.783, -0.396, 0.231], [0.233, 0.112, -0.043], [-0.285, 0.225, 0.072], [-0.212, 0.244, -0.024], [-0.196, 0.100, -0.458], [0.178, 0.054, -0.045], [0.425, 0.199, 0.007], [0.266, 0.235, 0.869], [-0.117, -0.100, -0.268], [-0.254, 0.039, 0.313], [-0.237, -0.116, 0.177], [0.024, 0.178, 0.201], [-0.104, 0.303, 0.323], [-0.053, -0.032, -0.149], [0.127, -0.117, -0.178], [0.293, -0.096, 0.008], [0.030, -0.194, -0.025], [-0.146, 0.127, 0.064], [-0.010, 0.239, -0.106], [0.000, -0.005, -0.203], [0.139, 0.055, 0.008], [-0.174, 0.005, 0.117], [-0.196, -0.142, -0.027], [0.128, -0.018, 0.215], [-0.069, 0.102, 0.125]], "mulliken_charge": [-0.3488, 0.8920, -0.3227, -0.3442, -0.4002, -0.3084, -0.0556, -0.1355, -0.7594, 0.3098, -0.2130, -0.8597, -0.4142, 0.6719, 0.4810, 0.4401, 0.4310, 0.4812, -0.2020, 0.3353, -0.9904, -0.0415, -0.2440, 2.8398, -0.5329, -0.1413, -1.0241, 0.3439, -0.1961, -0.9295, -0.1553, -0.3373, -0.0376, -0.9745, 0.4005, -0.1916, -0.9760, -0.1691, -0.1295, -0.9186, 0.4307, 0.4582, 0.4872, 0.4414, 0.4380, 0.3287, 0.2415, 0.4417, 0.4241, 0.3086, 0.3085, 0.4179], "e_homo_ev": -9.26, "energy_ev": -125875.43605, "orbital_gap_ev": 8.72}

---

Q: Number 1 is which compound?
A: C25H16Cl5CoF2N3P